# 1
{
  "formula": "C23H13Br2Cl2CrF3NO4S4",
  "method": "ωB97M-V/def2-TZVPD",
  "total_energy_ha": -10245.47329,
  "spin_multiplicity": 4,
  "lumo_ev": [3.8, 3.8],
  "total_charge": -2,
  "e_homo_ev": [-1.604, -1.771],
  "de_lowest_kcal_mol": 15.0,
  "max_force_ev_per_a": 1.13,
  "symbols": ["Br", "Br", "Cr", "Cl", "Cl", "S", "S", "S", "S", "F", "F", "F", "O", "O", "O", "O", "N", "C", "C", "C", "C", "C", "C", "C", "C", "C", "C", "C", "C", "C", "C", "C", "C", "C", "C", "C", "C", "C", "C", "C", "H", "H", "H", "H", "H", "H", "H", "H", "H", "H", "H", "H", "H"],
  "xyz": [[7.076, 0.249, -1.130], [3.189, 1.176, 2.789], [-0.676, 0.005, 0.208], [-1.059, 1.654, 1.916], [-6.207, 0.347, 0.798], [-0.204, -1.862, 2.933], [-0.756, -1.553, -1.539], [-3.106, -0.235, 0.359], [-1.004, 1.694, -1.423], [1.132, -4.003, 2.175], [2.237, -2.162, 1.896], [1.991, -2.978, 3.884], [1.248, 0.347, 0.537], [-1.012, -2.818, 3.646], [0.155, -0.673, 3.649], [-0.628, -1.672, 1.529], [1.853, 0.028, -2.136], [-2.768, 1.918, 2.061], [-2.347, -1.340, -3.747], [2.471, 0.370, 0.142], [3.431, -0.211, -3.894], [-3.141, 0.714, -4.701], [-5.010, 1.342, 1.574], [4.883, 0.593, 0.620], [4.476, -0.076, -3.026], [2.856, 0.158, -1.250], [-5.454, 2.385, 2.368], [-3.060, -0.674, -4.733], [-3.641, 1.059, 1.369], [4.222, 0.123, -1.652], [-1.798, 0.753, -2.674], [2.105, -0.146, -3.406], [0.926, -0.283, -4.329], [-1.703, -0.651, -2.713], [5.217, 0.315, -0.669], [-2.516, 1.412, -3.677], [3.536, 0.648, 1.004], [-4.543, 3.196, 3.028], [1.377, -2.788, 2.703], [-3.189, 2.950, 2.875], [-2.280, -2.424, -3.755], [-2.451, 3.557, 3.386], [-6.518, 2.561, 2.461], [0.228, 0.542, -4.169], [0.377, -1.199, -4.095], [-3.557, -1.234, -5.518], [5.649, 0.775, 1.360], [1.243, -0.305, -5.374], [-3.694, 1.247, -5.467], [-4.883, 4.010, 3.655], [-2.580, 2.494, -3.633], [3.607, -0.358, -4.954], [5.498, -0.111, -3.377]],
  "mulliken_charge": [-0.32, -0.23, 1.41, -0.15, -0.26, 1.10, -0.52, -0.16, -0.51, -0.25, -0.14, -0.25, 0.04, -0.68, -0.67, -0.57, 0.30, 0.59, -0.45, -0.18, -0.86, -0.48, 0.26, -0.46, -0.98, -0.52, -0.67, -0.58, 0.06, 1.08, 0.33, 0.68, -0.96, -0.04, -0.06, -0.57, 0.16, -0.36, 0.50, -0.86, 0.38, 0.41, 0.37, 0.07, 0.16, 0.33, 0.40, 0.40, 0.32, 0.33, 0.38, 0.37, 0.30]
}

---

# 2
{
  "formula": "C23H14BrIIrO7S2",
  "method": "ωB97M-V/def2-TZVPD",
  "total_energy_ha": -5183.64800,
  "spin_multiplicity": 6,
  "lumo_ev": [-0.8, -3.2],
  "e_homo_ev": [-7.019, -9.185],
  "de_lowest_kcal_mol": 3.1,
  "max_force_ev_per_a": 7.74,
  "symbols": ["Ir", "I", "Br", "S", "S", "O", "O", "O", "O", "O", "O", "O", "C", "C", "C", "C", "C", "C", "C", "C", "C", "C", "C", "C", "C", "C", "C", "C", "C", "C", "C", "C", "C", "C", "C", "H", "H", "H", "H", "H", "H", "H", "H", "H", "H", "H", "H", "H", "H"],
  "xyz": [[-1.121, 0.011, 0.440], [1.650, 1.128, 1.869], [5.843, 0.579, -2.550], [0.588, -2.170, 1.140], [-2.413, -2.606, -0.758], [-2.372, -1.732, 0.456], [-0.435, -1.698, 2.047], [-0.902, 1.469, -2.651], [-3.580, -3.428, -0.779], [1.921, -2.401, 1.610], [-2.056, -1.841, -1.919], [0.573, -1.191, -0.030], [3.216, -0.637, -2.761], [1.060, -4.720, 0.240], [-0.823, 2.880, 1.675], [4.015, 0.463, -2.332], [-1.715, 4.040, 2.128], [1.823, -0.625, -2.634], [3.392, 1.509, -1.723], [1.992, 1.566, -1.628], [-2.897, 2.188, 0.374], [0.368, 2.606, 2.437], [-1.009, -3.785, -0.581], [0.816, -5.918, -0.451], [-1.216, -4.907, -1.391], [-1.504, 1.935, 0.794], [-2.865, 4.327, 1.475], [0.053, 4.865, 3.465], [-0.358, -6.008, -1.202], [-3.467, 3.454, 0.662], [0.737, 3.619, 3.289], [-1.156, 5.032, 2.989], [1.228, 0.555, -2.151], [0.083, -3.700, 0.321], [-0.188, 0.799, -2.126], [1.862, 3.937, 3.344], [-4.327, 3.689, 0.064], [-3.414, 5.160, 1.909], [1.976, -4.533, 0.809], [1.535, -6.726, -0.464], [-1.822, 5.843, 3.297], [1.415, 2.400, -1.253], [-3.501, 1.462, -0.174], [0.588, 5.641, 4.008], [4.010, 2.343, -1.266], [-2.052, -4.954, -2.062], [3.686, -1.519, -3.247], [1.261, -1.451, -2.961], [-0.497, -6.951, -1.749]],
  "mulliken_charge": [0.94, 0.26, -0.17, 1.37, 1.35, -0.81, -0.61, -0.33, -0.66, -0.66, -0.64, -0.38, -0.31, -0.37, 0.82, 0.01, 0.65, -0.68, -0.45, -0.77, -0.54, 0.14, 0.44, -0.65, -0.96, 0.12, -0.50, -0.49, -0.45, -0.71, -0.44, -0.80, 0.84, 0.00, 0.01, 0.18, 0.40, 0.28, 0.46, 0.40, 0.31, 0.51, 0.39, 0.40, 0.34, 0.45, 0.38, 0.59, 0.33]
}

---

# 3
{
  "formula": "C23H14Cl44NO4",
  "method": "ωB97M-V/def2-TZVPD",
  "total_energy_ha": -21488.05716,
  "lumo_ev": -5.1,
  "total_charge": 1,
  "e_homo_ev": -11.554,
  "max_force_ev_per_a": 9.61,
  "symbols": ["Cl", "Cl", "Cl", "Cl", "Cl", "Cl", "Cl", "Cl", "Cl", "Cl", "Cl", "Cl", "Cl", "Cl", "Cl", "Cl", "Cl", "Cl", "Cl", "Cl", "Cl", "Cl", "Cl", "Cl", "Cl", "Cl", "Cl", "Cl", "Cl", "Cl", "Cl", "Cl", "Cl", "Cl", "Cl", "Cl", "Cl", "Cl", "Cl", "Cl", "Cl", "Cl", "Cl", "Cl", "O", "O", "O", "O", "N", "C", "C", "C", "C", "C", "C", "C", "C", "C", "C", "C", "C", "C", "C", "C", "C", "C", "C", "C", "C", "C", "C", "C", "H", "H", "H", "H", "H", "H", "H", "H", "H", "H", "H", "H", "H", "H"],
  "xyz": [[-2.140, -8.643, 4.075], [4.795, -3.407, -3.707], [0.264, -2.533, -2.431], [5.322, -2.125, -9.420], [2.808, -2.223, -1.054], [-3.040, 8.061, -3.710], [-2.172, 8.913, 0.086], [-7.477, 7.680, -0.614], [-4.637, -7.429, 3.206], [5.105, -5.014, -9.692], [-0.886, 6.361, -0.462], [-2.182, -5.869, 3.199], [5.574, -6.521, 7.907], [6.578, -6.036, -5.123], [7.378, -2.547, -4.734], [-0.082, 8.740, -1.931], [-5.537, 9.275, -4.579], [2.178, -4.417, 3.071], [6.886, -7.774, -7.436], [6.116, -1.083, -2.559], [4.288, -3.969, 8.455], [-2.550, -8.011, 1.265], [7.051, -4.408, 9.256], [0.591, 8.474, 0.887], [-5.550, 1.851, -5.855], [7.180, -8.858, -4.751], [5.265, -3.810, -7.049], [-5.182, 3.993, -3.921], [-7.269, 4.923, -1.520], [0.033, -3.479, 4.799], [-5.140, 1.219, -3.045], [2.474, -4.555, 5.962], [5.003, -0.945, -5.243], [7.599, -3.822, -8.785], [-7.637, 2.433, -3.913], [-3.082, 10.835, -4.586], [6.378, -4.142, 6.438], [1.748, -4.883, -1.572], [0.471, -3.167, 0.401], [-4.950, 6.676, -1.649], [-3.450, 8.693, -6.521], [0.606, -6.325, 4.604], [-5.936, 5.755, 0.929], [9.206, -7.067, -5.828], [-4.039, 4.744, 3.484], [-3.059, 6.041, 1.600], [-4.549, -1.073, 3.711], [-5.037, -0.784, 1.368], [0.155, 1.323, 1.723], [-6.408, 6.259, -0.714], [-2.877, -7.488, 2.936], [1.323, -4.694, 4.609], [-4.079, -1.034, 2.456], [2.042, 0.237, 3.037], [-2.443, -1.228, 2.239], [-1.317, 1.077, 1.443], [1.206, 0.217, 1.589], [5.823, -4.760, 8.014], [-3.777, 9.216, -4.849], [-5.877, 2.374, -4.184], [-0.346, 3.989, 2.394], [-3.068, 4.942, 2.362], [1.323, -3.201, -1.164], [-2.470, 2.274, 1.629], [1.324, -0.073, 4.322], [-1.946, 3.744, 2.133], [-0.637, 8.122, -0.355], [7.463, -7.434, -5.785], [5.823, -3.693, -8.737], [5.823, -1.996, -4.061], [-1.936, -0.386, 0.922], [0.687, 2.699, 2.160], [0.021, 5.059, 2.721], [-2.822, -0.081, 0.182], [1.900, 0.387, 0.661], [-1.941, -0.724, 3.195], [1.826, 2.933, 2.352], [1.176, 0.846, 5.065], [-5.608, -0.003, 1.691], [-3.609, 4.070, 4.113], [-3.606, 2.050, 1.394], [-2.111, -2.351, 2.155], [0.896, -1.123, 4.613], [0.749, -0.861, 1.514], [-1.166, -0.983, 0.247], [3.180, 0.547, 2.965]],
  "mulliken_charge": [-0.10, -0.05, -0.10, -0.10, -0.04, -0.01, -0.04, -0.09, -0.09, -0.08, -0.05, 0.00, -0.08, 0.03, -0.03, -0.07, -0.09, -0.06, -0.08, -0.12, -0.11, -0.09, -0.09, -0.12, -0.10, -0.10, 0.04, 0.00, -0.05, -0.12, -0.06, 0.03, -0.06, -0.09, -0.09, -0.10, -0.09, -0.07, 0.04, 0.05, -0.09, -0.03, -0.09, -0.10, -0.42, -0.23, -0.54, -0.42, 0.45, 0.18, 0.29, 0.19, 0.34, -0.32, 0.09, 0.33, 0.12, 0.35, 0.29, 0.25, -0.64, 0.33, 0.18, -0.52, -0.36, 0.04, 0.23, 0.24, 0.24, 0.25, -0.31, -0.11, 0.39, 0.40, 0.34, 0.21, 0.33, 0.23, 0.37, 0.38, 0.33, 0.12, 0.05, -0.29, -0.04, 0.36]
}

---

# 4
{
  "formula": "C23H14ClIN4O4Rh",
  "method": "ωB97M-V/def2-TZVPD",
  "total_energy_ha": -2273.14002,
  "lumo_ev": -4.6,
  "total_charge": 1,
  "e_homo_ev": -11.011,
  "de_lowest_kcal_mol": 0.0,
  "max_force_ev_per_a": 1.95,
  "symbols": ["I", "Rh", "Cl", "O", "O", "O", "O", "N", "N", "N", "N", "C", "C", "C", "C", "C", "C", "C", "C", "C", "C", "C", "C", "C", "C", "C", "C", "C", "C", "C", "C", "C", "C", "C", "H", "H", "H", "H", "H", "H", "H", "H", "H", "H", "H", "H", "H", "H"],
  "xyz": [[-0.465, -0.738, 4.901], [-0.213, 0.274, -0.160], [-2.777, -5.405, 2.563], [5.917, 2.058, -0.954], [1.037, 3.711, -1.615], [-0.180, -0.202, 1.701], [-2.362, 0.982, -0.428], [4.100, 3.410, -1.139], [1.712, -0.020, -0.547], [-0.494, 2.104, -0.939], [-0.858, -1.611, -0.324], [-1.829, -3.478, -1.403], [2.203, -1.205, -0.936], [-2.870, 5.826, -2.320], [-1.768, -3.417, 1.006], [-1.008, -1.861, 3.249], [-1.632, -3.120, 3.402], [-3.945, 5.032, -1.932], [2.506, 1.065, -0.557], [-2.112, -4.067, -0.197], [-1.188, -2.231, -1.436], [-2.446, 3.304, -1.341], [-0.762, -1.378, 1.988], [-1.369, 4.101, -1.721], [4.718, 2.215, -1.027], [4.327, -0.222, -1.386], [-1.556, 5.371, -2.218], [3.812, 1.006, -0.992], [3.511, -1.339, -1.357], [-0.101, 3.346, -1.454], [-1.140, -2.169, 0.889], [-1.864, 2.037, -0.867], [-2.004, -3.879, 2.324], [-3.750, 3.747, -1.434], [5.361, -0.274, -1.703], [-0.717, 5.986, -2.513], [4.688, 4.226, -1.187], [2.063, 1.989, -0.220], [-4.582, 3.126, -1.130], [3.119, 3.506, -1.358], [-2.092, -3.956, -2.335], [1.533, -2.048, -0.881], [-4.950, 5.423, -2.016], [-0.947, -1.737, -2.370], [-3.059, 6.819, -2.707], [-1.824, -3.491, 4.399], [3.876, -2.312, -1.654], [-2.606, -5.029, -0.157]],
  "mulliken_charge": [0.14, 0.42, -0.23, -0.60, -0.70, -0.65, -0.66, -0.25, 0.07, -0.10, 0.18, -1.00, -0.18, -0.50, -0.26, -0.54, -0.41, -0.51, -0.37, -0.68, -0.18, 0.25, 1.25, 0.12, 0.16, -0.18, -0.34, 0.03, -0.95, 0.35, 0.48, 0.59, 0.42, -0.59, 0.52, 0.48, 0.22, 0.83, 0.51, 0.29, 0.43, 0.42, 0.42, 0.55, 0.41, 0.42, 0.44, 0.47]
}